Record 1
Density functional theory data (ωB97M-V with the def2-TZVPD basis set) for a structure of composition C28H37AlGeN3O5.

Last column: Mulliken spin population.
Element x y z (Å)
C: 0.491 4.160 -1.800  0.00
C: 4.023 -0.844 -0.615  0.00
H: 1.815 3.289 1.263  0.00
C: -2.984 -2.737 1.630  0.83
H: 1.664 -2.446 1.322  0.00
C: -0.582 -1.472 -2.371  0.00
H: 0.153 -2.220 4.335  0.00
O: -4.290 -4.892 -0.482  0.00
C: -2.349 2.636 -0.587  0.00
H: 0.184 3.573 -2.666  0.00
C: 1.086 -0.341 4.809  0.00
H: 1.150 2.248 2.669  0.00
C: 3.413 -0.307 1.735  0.00
N: -2.055 1.408 -0.167  0.00
H: -4.906 -0.128 -1.089  0.00
H: 3.151 4.172 -1.024  0.00
H: -0.681 -3.606 -2.124  0.00
H: 3.338 -2.937 1.059  0.00
C: -2.648 -0.808 0.389  -0.05
C: -0.024 -0.797 2.747  0.01
C: -1.888 -1.150 -3.075  0.00
C: -4.195 0.676 -0.955  0.00
C: -1.054 -1.504 1.949  -0.03
H: -4.511 -1.937 0.333  0.02
H: 2.777 -0.585 2.573  0.00
H: -1.539 -3.264 3.144  0.02
H: 1.824 1.675 4.968  0.00
H: 3.715 -1.296 -1.562  0.00
O: -0.161 -0.305 -1.561  0.00
O: 0.637 1.909 -0.867  0.00
C: -1.810 -2.609 2.327  0.09
N: -1.424 -0.760 0.913  -0.01
C: -3.546 2.958 -1.204  0.00
C: 2.694 3.192 -1.162  0.00
C: -2.989 0.448 -0.322  0.01
H: 4.892 -1.396 -0.259  0.00
H: 4.417 -0.666 1.958  0.00
O: 1.774 -0.146 -0.059  0.00
C: -0.702 -2.716 -1.494  0.01
H: -2.135 -1.951 -3.772  0.00
N: 0.279 0.433 2.262  0.00
C: 0.490 -1.722 -3.428  0.00
C: -3.507 -1.850 0.726  0.07
C: -4.476 1.954 -1.417  0.00
C: 1.094 3.796 0.623  0.00
C: 2.917 -0.918 0.431  0.00
C: 0.936 1.274 3.064  0.00
C: 0.397 -1.226 3.989  0.00
H: 2.243 -2.829 -0.316  0.00
H: 0.622 -0.860 -4.085  0.00
C: 1.214 3.268 -0.789  0.00
H: 1.451 -1.985 -2.975  0.00
H: 4.336 0.186 -0.800  0.00
H: -1.634 -2.747 -0.935  0.01
H: 0.189 -2.564 -4.050  0.00
H: -3.734 3.978 -1.507  0.00
O: -2.959 -6.011 1.045  0.01
H: -5.410 2.161 -1.920  0.00
H: 1.403 -0.647 5.797  0.00
Ge: 1.597 0.503 -1.894  0.00
H: 1.328 4.861 0.647  0.00
H: 1.162 4.944 -2.148  0.00
H: 0.081 3.672 1.020  0.00
Al: -0.098 0.534 0.178  0.01
H: -2.713 -1.064 -2.375  0.00
H: 2.833 2.916 -2.208  0.00
H: -1.601 3.391 -0.416  0.00
H: -1.800 -0.219 -3.637  0.00
H: -0.384 4.656 -1.385  0.00
C: -3.631 -5.467 0.278  0.00
H: 0.136 -2.777 -0.804  0.00
C: 2.509 -2.368 0.635  0.00
H: 3.225 2.483 -0.521  0.00
C: 1.326 0.940 4.352  0.00
H: 3.457 0.781 1.655  0.00

Atomic forces in eV per Å
C 0.0 -0.1 0.0
C 0.0 0.0 0.0
H 0.0 0.0 0.0
C 0.0 0.1 0.0
H 0.0 0.0 0.0
C 0.2 0.0 0.0
H 0.0 0.0 0.0
O -0.1 0.1 -0.1
C 0.1 0.0 0.0
H 0.0 0.0 0.0
C 0.0 0.0 0.0
H 0.0 0.1 0.0
C 0.0 0.0 0.0
N 0.1 -0.1 -0.1
H 0.0 0.0 0.0
H 0.0 0.0 0.0
H 0.0 0.0 0.0
H 0.0 0.0 0.0
C 0.0 0.0 0.0
C 0.1 0.1 0.1
C 0.1 0.1 0.0
C 0.0 -0.1 0.0
C -0.1 -0.1 0.0
H 0.0 0.0 0.0
H 0.0 0.0 0.0
H 0.0 0.0 0.0
H 0.0 0.0 0.0
H 0.0 0.0 0.0
O -0.1 0.2 -0.3
O 0.0 0.1 0.5
C 0.0 0.0 0.0
N 0.0 0.1 0.0
C -0.1 -0.1 0.0
C 0.0 0.0 0.0
C -0.1 0.0 0.0
H 0.0 0.0 0.0
H 0.0 0.0 0.0
O -0.2 0.1 0.0
C 0.0 0.0 0.0
H 0.0 0.0 0.0
N 0.1 0.1 0.1
C 0.0 0.0 0.0
C 0.0 0.0 -0.1
C 0.1 0.1 0.0
C -0.1 -0.1 0.0
C 0.1 0.0 0.0
C 0.0 -0.2 0.0
C 0.0 0.0 -0.1
H 0.0 0.0 0.0
H 0.0 0.0 0.0
C 0.2 0.0 -0.3
H 0.0 0.0 0.0
H 0.0 0.0 0.0
H 0.0 0.0 0.0
H 0.0 0.0 0.0
H 0.0 0.0 0.0
O 0.1 -0.1 0.1
H 0.0 0.0 0.0
H 0.0 0.0 0.0
Ge -0.2 -0.1 0.1
H 0.0 0.0 0.0
H 0.0 0.0 0.0
H 0.0 0.0 0.0
Al -0.2 -0.2 -0.2
H -0.1 0.0 0.0
H 0.0 0.0 0.0
H 0.1 0.0 0.0
H 0.0 0.0 0.0
H 0.0 0.0 0.0
C 0.0 0.0 0.0
H 0.1 0.0 0.1
C 0.0 0.1 0.0
H 0.0 0.0 0.0
C 0.0 0.0 0.0
H 0.0 0.0 0.0

E: -3948.67584 Ha
multiplicity: 2
relative energy (zero: lowest compared OMol25 entry of this formula, charge and spin): 0.151 eV
largest force on an atom: 0.5 eV Å⁻¹
expectation value of S²: 0.759
HOMO level (spin up / spin down): -14.90 / -14.90 eV
total charge: +2

Record 2
Density functional theory data (ωB97M-V with the def2-TZVPD basis set) for the molecule C5H10N2 in a non-equilibrium geometry.

Last column: Löwdin charge in e.
Element x y z (Å)
H: -0.458 -2.643 0.881  0.13
N: -0.889 0.504 0.000  -0.17
H: 1.198 -1.799 -1.187  0.12
C: 0.849 -1.224 -0.276  -0.21
H: 2.498 0.672 0.702  0.09
H: 1.740 -1.408 0.427  0.13
H: -2.277 0.858 -1.524  0.09
H: -2.228 2.028 -0.336  0.07
C: 1.425 1.026 0.631  -0.08
H: 0.898 0.743 1.589  0.10
C: -1.212 -0.713 0.422  -0.24
H: 1.303 2.045 0.544  0.03
N: -1.645 1.381 -0.868  0.05
C: -0.426 -1.707 0.249  -0.13
C: 0.638 0.283 -0.460  -0.26
H: -2.362 -0.732 0.649  0.15
H: 0.947 0.686 -1.441  0.13

Atomic forces in eV per Å
H -0.4 0.9 -1.3
N 3.8 3.0 -2.7
H -0.6 0.7 0.6
C 3.0 -0.8 -1.0
H -1.1 0.7 -0.2
H -1.3 0.4 -0.6
H 0.8 0.4 0.9
H 0.3 -0.4 0.2
C 0.1 -3.1 1.2
H 0.8 0.2 -0.7
C -8.2 1.0 0.2
H 0.1 2.4 -0.3
N -0.6 -1.5 -0.2
C 2.2 -4.0 2.2
C -0.2 0.9 1.3
H 2.2 -0.5 0.4
H -1.0 -0.2 0.2

SMILES: C[C@H]1CC=CN1N
E: -305.91717 Ha
relative energy (zero: lowest compared OMol25 entry of this formula, charge and spin): 2.903 eV
largest force on an atom: 8.2 eV Å⁻¹
HOMO level: -7.86 eV
total charge: 0

Record 3
Density functional theory data (ωB97M-V with the def2-TZVPD basis set) for a structure of composition C23H19N6O3PtS3.

Last column: Löwdin charge in e.
Element x y z (Å)
O: 2.791 1.582 0.246  0.06
C: 2.226 -0.469 3.064  -0.22
S: 0.905 -0.997 2.042  0.63
C: -2.598 2.663 1.491  0.02
H: 5.276 1.115 4.709  0.11
H: -2.063 -3.285 0.596  0.11
C: 1.037 -2.223 -2.115  -0.30
H: -4.696 3.079 0.001  0.12
N: -0.774 2.085 0.064  -0.02
C: 2.962 0.463 2.363  -0.13
O: 0.905 -2.421 1.845  -0.28
S: -0.271 -4.265 -1.248  1.15
C: 1.809 -4.266 -3.163  -0.07
C: 4.410 0.675 4.232  -0.04
C: 2.734 -3.513 -3.863  -0.07
H: 3.409 -4.005 -4.550  0.11
C: 3.661 -0.276 4.923  -0.05
N: -3.018 1.914 -0.756  0.03
H: -1.528 -1.710 0.866  0.06
C: -1.724 3.115 2.465  -0.01
H: -3.660 2.671 1.674  0.11
C: 2.814 -2.130 -3.688  -0.06
O: -0.361 -0.426 2.468  -0.32
H: 4.654 1.779 2.386  0.13
C: 1.970 -1.469 -2.814  -0.02
S: -1.458 0.424 -2.514  0.74
C: -0.369 3.125 2.192  -0.01
H: 3.553 -1.566 -4.240  0.11
C: 4.072 1.055 2.940  0.01
C: -4.894 2.056 -1.917  -0.01
N: -3.970 1.299 -2.612  -0.11
C: 2.419 0.699 0.990  -0.53
C: -2.091 2.199 0.289  -0.23
H: -5.187 0.889 -4.236  0.10
H: -3.465 1.074 -4.633  0.10
C: -0.644 -2.678 -0.678  -0.69
Pt: -0.102 0.202 -0.700  0.91
H: 0.359 3.499 2.896  0.13
H: 2.037 -0.400 -2.660  0.10
C: 0.965 -3.602 -2.284  -0.45
H: -2.109 3.473 3.410  0.13
C: 0.053 2.592 0.994  -0.10
H: 1.101 2.563 0.732  0.09
H: -5.873 2.262 -2.309  0.14
C: -2.828 1.220 -1.912  -0.63
H: -4.031 -0.402 -3.827  0.10
N: 0.094 -1.730 -1.208  -0.16
C: -4.317 2.443 -0.773  -0.01
H: 3.956 -0.561 5.925  0.11
N: 1.415 -0.205 0.695  -0.21
H: 1.751 -5.338 -3.291  0.12
C: 2.549 -0.873 4.344  -0.02
H: 1.970 -1.621 4.868  0.13
C: -4.174 0.674 -3.911  -0.01
N: -1.654 -2.457 0.192  0.12

Atomic forces in eV per Å
O 0.1 -0.1 -0.1
C 0.0 0.0 0.1
S -0.4 -0.3 0.0
C 0.0 0.1 0.0
H 0.0 0.0 0.0
H 0.0 0.0 0.0
C 0.0 0.0 0.1
H 0.0 0.0 0.0
N 0.1 -0.5 0.3
C 0.1 0.0 0.0
O 0.1 0.1 0.0
S 0.0 0.0 0.0
C 0.0 0.0 0.0
C 0.0 0.0 0.0
C 0.0 0.0 0.0
H 0.0 0.0 0.0
C 0.0 0.0 0.0
N 0.0 -0.1 0.0
H 0.0 0.1 -0.1
C 0.0 0.0 0.0
H 0.0 0.0 0.0
C 0.0 0.0 0.0
O 0.1 -0.1 0.0
H 0.0 0.0 0.0
C 0.0 0.0 0.0
S -0.1 -0.1 0.1
C -0.1 0.1 0.0
H 0.0 0.0 0.0
C 0.0 0.0 0.0
C 0.0 0.0 0.0
N 0.0 0.0 0.0
C 0.2 -0.3 -0.1
C -0.1 0.1 0.0
H 0.0 0.0 0.0
H 0.0 0.0 0.0
C 0.0 0.2 -0.2
Pt -0.1 -0.1 -0.3
H 0.0 0.0 0.0
H 0.0 0.0 0.0
C 0.0 0.0 0.0
H 0.0 0.0 0.0
C 0.2 0.3 -0.1
H -0.1 0.0 0.0
H 0.0 0.0 0.0
C 0.1 0.1 -0.1
H 0.0 0.0 0.0
N 0.3 -0.1 0.1
C 0.0 0.0 0.0
H 0.0 0.0 0.0
N -0.4 0.8 0.3
H 0.0 0.0 0.0
C 0.0 0.0 0.0
H 0.0 0.0 0.0
C 0.0 0.0 0.0
N -0.1 -0.2 0.0

E: -2755.90776 Ha
relative energy (zero: lowest compared OMol25 entry of this formula, charge and spin): 0.000 eV
largest force on an atom: 1.0 eV Å⁻¹
HOMO level: -11.06 eV
total charge: +1

Record 4
Density functional theory data (ωB97M-V with the def2-TZVPD basis set) for the molecule C22H34N4O2.

Last column: Löwdin charge in e.
Element x y z (Å)
H: 1.905 -7.815 0.639  0.11
N: -0.930 -1.184 -0.253  -0.13
H: 1.111 -1.780 -0.274  0.13
H: 1.341 6.350 -1.482  0.13
H: -1.920 -4.160 -1.524  0.13
H: -2.472 -3.357 -0.023  0.13
O: 2.176 2.321 -0.998  0.05
H: 0.818 -3.471 1.509  0.11
C: 1.022 4.248 -1.786  -0.07
H: -1.662 3.016 0.633  0.13
N: 0.459 5.568 0.215  -0.16
H: 2.438 5.305 -0.548  0.13
H: -0.478 -2.223 -2.043  0.13
C: 0.873 -5.982 0.304  -0.21
H: 2.879 -5.851 -0.411  0.08
H: 1.947 -4.350 -0.556  0.07
H: -2.504 -5.680 0.274  0.10
C: -1.447 -7.497 0.607  -0.09
H: 0.036 4.406 -2.217  0.11
H: 2.570 -4.869 1.014  0.08
C: -0.058 -3.082 0.991  -0.15
H: -2.679 0.732 0.211  0.12
H: -3.252 2.648 -1.245  0.11
C: -0.383 -5.363 0.216  -0.20
C: 1.403 5.433 -0.891  -0.16
H: 2.070 7.865 0.882  0.11
H: -1.898 2.264 -2.317  0.12
C: -1.299 -2.109 -1.313  -0.17
H: -2.176 -1.729 -1.838  0.11
C: -1.629 -3.478 -0.723  -0.17
H: -0.135 -9.160 0.933  0.10
C: 0.252 -1.701 0.415  -0.17
C: 1.791 6.077 2.122  -0.13
H: -0.417 0.203 -1.775  0.16
C: -1.305 3.049 -0.403  -0.16
H: 1.070 0.782 0.102  0.12
C: 2.141 -5.215 0.073  -0.05
H: 0.045 4.776 2.077  0.12
C: -0.846 0.188 -0.756  -0.29
H: -0.877 -2.977 1.723  0.13
H: 1.465 4.060 1.277  0.12
C: 0.925 4.985 1.463  -0.16
H: 1.754 4.198 -2.594  0.13
C: 1.116 2.924 -1.046  -0.47
C: -1.531 -6.141 0.354  -0.03
C: -2.264 0.781 -0.797  -0.15
C: -0.210 -8.102 0.729  -0.10
C: 0.935 -7.341 0.571  -0.05
H: -2.351 -8.079 0.715  0.10
H: 1.651 6.104 3.200  0.11
C: -2.247 2.228 -1.283  -0.16
H: 0.522 -1.046 1.242  0.12
H: 2.849 5.921 1.913  0.10
O: 0.248 6.928 0.541  -0.12
C: 0.029 1.108 0.109  -0.10
H: -1.261 4.093 -0.700  0.10
H: -2.905 0.185 -1.447  0.10
H: -0.349 1.128 1.136  0.14
H: 0.810 8.056 2.128  0.12
N: 0.008 2.451 -0.433  -0.05
C: 1.274 7.351 1.436  -0.18
N: -0.443 -3.986 -0.074  -0.12

Atomic forces in eV per Å
H 0.1 0.0 0.0
N 0.1 0.1 0.0
H 0.0 0.0 0.1
H 0.0 -0.1 0.1
H 0.0 0.0 0.0
H 0.0 -0.1 -0.1
O 0.4 0.0 -0.1
H 0.0 0.0 0.0
C 0.2 0.1 0.1
H 0.0 0.1 0.0
N -0.1 -0.1 -0.1
H 0.0 0.0 0.0
H -0.1 0.0 0.0
C 0.0 0.1 0.0
H 0.1 0.0 0.0
H 0.1 0.1 0.0
H -0.1 0.1 0.0
C 0.0 -0.1 0.0
H 0.0 0.1 0.0
H 0.1 0.1 0.0
C 0.2 0.3 0.1
H 0.0 0.0 0.1
H 0.0 0.0 0.0
C 0.0 -0.3 0.0
C 0.0 0.1 -0.2
H -0.1 0.0 0.1
H 0.0 0.1 -0.1
C -0.3 -0.2 0.1
H 0.0 0.0 0.0
C 0.0 0.2 -0.3
H 0.0 -0.1 0.0
C 0.0 -0.2 0.2
C -0.1 0.0 -0.2
H 0.0 0.0 0.1
C -0.4 0.2 -0.5
H -0.2 0.0 0.1
C 0.0 0.0 0.0
H 0.1 -0.1 0.0
C -0.3 0.1 0.2
H 0.1 0.0 0.0
H 0.0 0.0 0.0
C -0.1 0.2 0.3
H -0.1 -0.1 0.0
C 0.0 0.3 -0.2
C 0.0 0.2 0.0
C 0.2 0.1 -0.4
C 0.0 -0.1 0.0
C -0.1 0.0 0.0
H -0.1 0.0 0.0
H 0.0 0.0 0.0
C 0.0 0.0 0.3
H 0.1 0.0 0.0
H 0.0 0.0 0.0
O -0.3 0.1 -0.2
C 0.4 -0.4 -0.1
H 0.0 -0.1 0.1
H -0.1 -0.1 0.0
H 0.0 0.0 0.0
H 0.1 0.0 0.0
N -0.2 -0.3 0.3
C 0.4 0.0 0.2
N -0.1 0.1 -0.1

SMILES: Cc1ccccc1N1CCN([C@H]2CCCN(C(=O)CCN3CCCO3)C2)CC1
E: -1228.16465 Ha
relative energy (zero: lowest compared OMol25 entry of this formula, charge and spin): 3.870 eV
largest force on an atom: 0.6 eV Å⁻¹
HOMO level: -8.03 eV
total charge: 0

Record 5
Density functional theory data (ωB97M-V with the def2-TZVPD basis set) for a structure of composition C13H19BrPbSi in a non-equilibrium geometry.

Last column: Löwdin charge in e.
Element x y z (Å)
C: 0.196 1.117 -5.344  -0.08
H: 3.214 1.574 -3.942  0.09
Si: 0.483 -0.643 2.737  0.35
H: -2.037 -1.884 1.296  0.09
Pb: -0.285 0.654 0.607  0.82
C: 0.685 -0.222 -5.232  -0.13
H: -2.433 -0.927 -1.230  0.10
C: -0.336 -2.218 3.286  -0.21
C: -2.317 0.270 1.952  -0.29
H: 0.166 -1.118 -5.546  0.08
H: 2.763 -0.085 2.004  0.03
C: 2.299 1.203 -4.384  -0.13
H: -0.537 0.908 4.401  0.02
C: 1.193 1.997 -4.820  -0.10
H: 0.224 -2.583 4.161  0.04
C: -2.254 -0.855 1.020  -0.23
C: -2.455 -0.338 -0.309  -0.22
H: 1.124 3.076 -4.766  0.09
C: 1.985 -0.169 -4.638  -0.12
H: -2.507 2.497 1.567  0.10
H: 2.731 -1.428 3.195  0.04
H: 2.621 -1.017 -4.425  0.10
Br: 0.748 -0.394 -1.413  0.03
H: 2.293 -1.735 1.479  0.03
H: -2.663 1.792 -1.070  0.11
H: 1.024 1.523 3.777  0.04
C: -2.583 1.104 -0.227  -0.23
H: -0.283 -2.972 2.489  0.04
H: -2.134 0.230 3.025  0.08
H: 0.997 0.179 4.963  0.04
H: -0.761 1.412 -5.757  0.09
C: 2.252 -1.010 2.297  -0.24
C: 0.478 0.627 4.102  -0.22
C: -2.516 1.483 1.168  -0.25
H: -1.376 -2.047 3.577  0.03

Atomic forces in eV per Å
C 0.4 -2.6 0.0
H -0.1 0.0 0.0
Si 0.9 -0.4 0.6
H -0.2 0.3 -0.2
Pb 2.8 1.9 0.4
C -0.2 1.2 0.0
H 0.0 0.3 0.4
C -0.1 -0.1 0.0
C -1.6 0.4 -1.4
H 0.1 0.1 0.1
H 0.1 -0.3 0.0
C -1.8 2.4 -0.7
H 0.2 0.1 0.1
C 3.0 -0.9 1.3
H -0.2 0.0 -0.2
C -1.0 1.4 0.1
C -0.2 0.7 0.8
H 0.0 -0.1 0.0
C -1.4 0.0 -0.7
H -0.1 -0.4 -0.2
H 0.1 0.1 -0.3
H -0.1 0.1 0.0
Br 1.1 -1.2 -2.0
H 0.2 0.1 0.1
H 0.0 -0.3 0.3
H -0.1 -0.1 0.2
C -0.8 -0.9 0.5
H -0.1 0.1 0.3
H -0.3 0.0 -0.4
H -0.1 0.2 -0.1
H 0.1 -0.1 0.0
C 0.1 -0.1 0.2
C 0.0 0.1 0.1
C -0.8 -1.6 0.7
H 0.1 -0.2 0.0

E: -3562.95958 Ha
largest force on an atom: 3.4 eV Å⁻¹
HOMO level (spin up / spin down): -7.72 / -6.42 eV
total charge: 0

> Number 3 is which compound?

C23H19N6O3PtS3